C27H29N3O5S | wB97M-V/def2-TZVPD

XYZ file:
```
65
C27H29N3O5S wB97M-V/def2-TZVPD
C -2.81369 1.44281 -1.77091
C -3.79412 0.88793 -0.73911
N -3.94256 -0.55016 -0.71612
C -4.57668 -1.24180 -1.82329
C -3.62610 -1.65360 -2.94444
S -2.73702 -1.37652 0.07613
O -1.42436 -0.92864 -0.31033
O -3.02793 -2.77384 -0.01650
C -2.99204 -0.84432 1.77408
C -4.09625 -1.26906 2.48897
C -4.23213 -0.88353 3.81476
C -3.26891 -0.08665 4.41180
C -2.16251 0.34401 3.68356
C -1.11203 1.16682 4.34561
O -0.97065 1.27579 5.53454
O -0.33006 1.75915 3.43155
C 0.83688 2.44926 3.86145
C 1.97880 2.30381 2.83533
O 3.05630 2.81429 3.04784
N 1.61688 1.59130 1.75349
C 2.33130 1.24800 0.59371
C 3.65418 1.64861 0.38244
C 4.32580 1.30375 -0.77456
C 3.65758 0.55228 -1.73221
C 2.32079 0.14086 -1.51487
C 1.65598 0.48683 -0.35115
C 1.93152 -0.61368 -2.66930
C 0.75827 -1.26694 -3.02237
C 0.71458 -1.91729 -4.23952
C 1.81994 -1.92293 -5.08888
C 2.99855 -1.28417 -4.75240
C 3.05216 -0.62176 -3.53338
N 4.07589 0.09904 -2.96149
C 5.40249 0.24153 -3.49670
C 6.31712 -0.89830 -3.04829
C -2.03102 -0.04582 2.35411
H -2.64484 2.49946 -1.57765
H -1.86640 0.91582 -1.69963
H -3.20610 1.33932 -2.77877
H -4.78842 1.32150 -0.89119
H -3.45730 1.16430 0.26445
H -5.02612 -2.14313 -1.39832
H -5.37304 -0.59613 -2.20245
H -2.84077 -2.28253 -2.53352
H -4.17360 -2.22047 -3.69393
H -3.16864 -0.79263 -3.42255
H -4.82039 -1.90510 2.00566
H -5.08577 -1.21337 4.38668
H -3.35371 0.20892 5.44665
H 1.16634 2.06543 4.83302
H 0.61367 3.51536 3.97793
H 0.66594 1.24591 1.75419
H 4.14727 2.23250 1.14157
H 5.34849 1.61892 -0.91462
H 0.63936 0.15532 -0.19557
H -0.08397 -1.26883 -2.34692
H -0.18385 -2.43559 -4.54100
H 1.75604 -2.44446 -6.03309
H 3.84530 -1.30870 -5.42235
H 5.33606 0.26128 -4.58802
H 5.80923 1.20065 -3.16429
H 6.38931 -0.91607 -1.96337
H 5.91766 -1.85318 -3.38208
H 7.31265 -0.76898 -3.46459
H -1.18162 0.23973 1.75623
```

Output
frontier orbital gap = 7.225 eV
E_HOMO = -7.39 eV
2S+1 = 1
SMILES = CCN(CC)S(=O)(=O)c1cccc(C(=O)OCC(=O)Nc2ccc3c(c2)c2ccccc2n3CC)c1
E_tot = -54014.183 eV

=====

C27H30BClF3I2N4O6S | wB97M-V/def2-TZVPD

XYZ file:
```
75
C27H30BClF3I2N4O6S wB97M-V/def2-TZVPD
C -3.97056 3.64140 -0.00492
C -3.62159 2.19560 -0.77893
C -2.08051 2.05561 -1.22340
I -2.20517 3.14638 -3.19680
C -1.25128 0.64014 -1.15069
C -2.33844 -0.41358 -1.67308
F -3.40654 -0.94591 -0.81345
F -3.21670 0.05834 -2.82508
F -1.89611 -1.67647 -2.38082
C -0.06225 0.93141 -2.30203
Cl -0.39789 0.41058 -4.06307
N 1.22010 0.19392 -2.18517
C 1.82567 0.06452 -0.84065
C 0.64878 -0.63682 0.05074
C 1.24926 -1.39003 1.33305
C 2.90275 -1.61159 1.41371
C 3.72931 -0.30628 1.94585
O 3.64061 0.16496 3.22034
N 4.67202 0.38710 0.97552
C 5.94835 0.85055 1.67218
C 5.97608 2.29204 2.50045
C 7.40096 2.68519 3.21824
C 8.75224 1.75641 3.14307
C 8.66448 0.33982 2.26953
C 7.26233 -0.14522 1.50722
N 0.25076 -1.87059 -0.72490
C 1.15240 -2.74179 -1.12209
S 2.46675 -3.65576 -1.78935
N -0.55476 0.35636 0.22562
C -0.08015 1.68477 0.81111
B 0.89531 1.89380 2.04218
O 0.56341 1.48130 3.45042
O 2.23100 2.57613 1.90477
C -1.40973 -0.23632 1.28196
C -2.75205 0.37810 1.90208
O -3.11720 1.58501 2.29246
I -4.36588 -1.09357 2.43126
H -4.54922 3.45054 1.01127
H -3.01908 4.27904 0.22416
H -4.69702 4.30287 -0.66755
H -4.12542 1.37577 -0.14207
H -4.34383 2.25238 -1.73455
H -1.54641 3.01777 -0.76186
H 0.31951 2.06167 -2.19870
H 1.86656 0.57129 -2.92708
H 2.80004 -0.57780 -1.04274
H 2.23039 1.09598 -0.49010
H 1.11466 -0.90279 2.41024
H 0.81363 -2.48430 1.55983
H 3.04094 -2.45029 2.25309
H 3.35979 -2.06681 0.44006
H 4.14247 1.25279 0.67675
H 5.02338 2.98349 2.59571
H 7.47624 3.69921 3.81673
H 9.77542 2.01905 3.66559
H 9.59716 -0.37024 2.16780
H 7.16447 -1.13106 0.87779
H 0.40329 2.37106 -0.04527
H -0.98479 2.37286 1.19274
H -0.17738 2.07673 3.79974
H 2.35387 3.08094 2.76802
H -0.90915 -0.37626 2.35742
H -1.65422 -1.36565 0.97125
C -4.64660 -3.06066 -3.15088
C -5.36058 -2.79338 -2.05310
C -6.61741 -3.51134 -1.76305
O -7.27257 -3.26594 -0.75953
C -7.05357 -4.53664 -2.73172
C -6.33960 -4.80392 -3.82950
C -5.08277 -4.08596 -4.11955
O -4.42761 -4.33136 -5.12307
H -3.72300 -2.54281 -3.37896
H -5.05365 -2.04475 -1.33257
H -7.97718 -5.05449 -2.50364
H -6.64653 -5.55255 -4.55003
```

Output
frontier orbital gap = 6.443 eV
E_HOMO = -10.47 eV
2S+1 = 1
net charge = +1
E_tot = -95091.669 eV

=====

C27H30BrN2ORu | wB97M-V/def2-TZVPD

XYZ file:
```
62
C27H30BrN2ORu wB97M-V/def2-TZVPD
Ru -0.81475 -1.84359 0.25057
C 4.35640 4.48036 -0.16511
C 4.52447 2.96189 -0.21858
C 5.33803 2.52344 1.00949
C 5.30502 2.60597 -1.49171
C 3.17905 2.23520 -0.21003
C 3.13940 0.84860 -0.29930
C 1.92737 0.20189 -0.23201
Br 1.93785 -1.71176 -0.38226
C 0.67229 0.83260 -0.06469
O -0.43122 0.15576 0.04825
C 0.71468 2.25101 -0.04401
C 1.95502 2.88346 -0.09520
C -0.52966 3.15865 0.01873
C -0.51955 4.08982 -1.20588
C -1.87895 2.43057 0.01204
C -0.47166 4.00651 1.29981
H 5.33960 4.95589 -0.17580
H 3.84402 4.79220 0.74767
H 3.79403 4.84944 -1.02607
H 6.31332 3.01871 1.02005
H 5.50452 1.44497 1.00590
H 4.80808 2.78111 1.92873
H 6.25361 3.14913 -1.51555
H 4.73076 2.87144 -2.38155
H 5.52843 1.53887 -1.53767
H 4.04315 0.26207 -0.41695
H 1.96011 3.96472 -0.04435
H -0.55141 3.50693 -2.12872
H 0.36884 4.72212 -1.23305
H -1.39545 4.74527 -1.18281
H -2.00041 1.82784 -0.88761
H -2.67212 3.18642 0.02832
H -1.99814 1.78631 0.88052
H 0.42237 4.63123 1.33329
H -0.47344 3.36300 2.18181
H -1.34430 4.66467 1.35083
C -5.21301 -1.39914 -0.48123
C -3.84494 -1.12386 -0.54339
N -2.91924 -2.06444 -0.46591
C -3.31895 -3.35467 -0.32243
C -4.67048 -3.72786 -0.32795
C -5.62771 -2.70376 -0.38814
C -5.00671 -5.12149 -0.25164
C -4.04794 -6.06400 -0.14852
C -2.66061 -5.70525 -0.06316
C -1.63719 -6.64125 0.11170
C -0.34202 -6.19268 0.20814
C -0.07999 -4.82741 0.14237
N -1.02552 -3.91373 -0.01285
C -2.30613 -4.34786 -0.13048
H -5.92242 -0.58414 -0.52365
H -3.48513 -0.11022 -0.67491
H -6.68154 -2.95280 -0.35244
H -6.05285 -5.40359 -0.27809
H -4.31070 -7.11420 -0.10086
H -1.86495 -7.69902 0.15870
H 0.47769 -6.88575 0.33742
H 0.93097 -4.44969 0.20779
C -0.56445 -1.89569 2.20195
H -0.18170 -1.04777 2.77042
H -0.52388 -2.84244 2.75005
```

Output
expectation value of S² = 1.03
frontier orbital gap (spin up / spin down) = 5.679 / 5.887 eV
E_HOMO (spin up / spin down) = -6.22 / -6.48 eV
2S+1 = 2
E_tot = -106136.595 eV